1.
16
Properties=species:S:1:pos:R:3:forces:R:3:mulliken_charge:R:1 method="wB97M-V/def2-TZVPD" homo_lumo_gap_ha=0.35865 max_force_ev_per_a=1.84 lumo_ev=0.67
C -1.101 0.175 -0.095 0.148 0.889 0.725 0.12
C 0.065 -0.183 0.915 -0.393 0.303 -0.940 -0.73
C 1.084 0.915 0.611 -0.180 -1.165 -0.313 -0.66
C 0.022 -0.175 -1.089 0.507 1.615 -0.350 -0.69
C 0.438 -1.248 -0.105 0.967 -0.062 -0.631 0.24
H -2.770 -0.664 0.637 1.229 0.122 -1.370 0.33
H -1.484 1.228 -0.070 0.671 -0.588 -0.098 0.32
H -0.089 -0.454 1.911 -0.400 -0.283 1.700 0.57
H 2.045 0.593 0.995 0.292 0.433 0.102 0.32
H 0.752 1.862 0.982 0.099 0.624 0.430 0.34
H 0.715 1.787 -1.201 0.142 -0.715 -0.085 0.29
H -0.134 -0.230 -2.128 -0.488 -0.848 -1.241 0.61
H -0.189 -2.116 -0.157 -0.264 -0.342 0.245 0.43
N 1.065 0.872 -0.885 -0.616 0.408 0.510 -0.60
O -2.190 -0.700 -0.178 -1.150 -0.556 1.213 -0.55
F 1.771 -1.663 -0.143 -0.563 0.166 0.102 -0.35

***

2.
9
Properties=species:S:1:pos:R:3:forces:R:3:mulliken_charge:R:1 method="wB97M-V/def2-TZVPD" homo_lumo_gap_ha="0.40063 / 0.23284" charge=+3 max_force_ev_per_a=7.03 spin_multiplicity=6 lumo_ev="-13.55 / -16.26"
C -0.082 -0.349 -0.132 -3.265 -0.790 0.408 0.27
C 1.185 0.145 0.114 0.717 2.331 -1.008 -0.05
O 2.219 -0.391 -0.796 -1.763 1.322 1.211 -0.03
C 2.770 -1.105 0.031 4.972 -4.972 -0.006 0.70
O 3.436 -1.934 0.463 -2.082 2.576 -0.185 0.05
O -1.119 0.196 0.359 1.205 -0.754 -0.688 -0.43
H -0.172 -1.275 -0.721 -0.009 0.238 -0.104 0.40
H 1.447 1.105 0.553 0.161 -0.121 0.280 0.45
Dy -3.590 0.250 0.536 0.062 0.170 0.092 1.63

***

3.
12
Properties=species:S:1:pos:R:3:forces:R:3:mulliken_charge:R:1 method="wB97M-V/def2-TZVPD" homo_lumo_gap_ha=0.35516 charge=+1 smiles="CN1CC1=[NH2+]" max_force_ev_per_a=6.76 lumo_ev=-5.01
C 1.511 -0.629 -0.005 2.207 1.897 0.069 -0.77
N 0.620 0.370 0.626 -3.656 -2.015 -0.461 -0.25
C -0.144 1.376 -0.101 1.222 0.328 -0.902 -0.16
C -1.065 0.279 0.191 6.687 0.398 0.880 0.26
N -1.856 -0.670 0.093 -4.690 0.225 -2.257 -0.23
H 1.408 -0.776 -1.120 0.149 0.182 1.207 0.31
H 2.612 -0.212 0.313 -2.545 -0.839 -1.244 0.29
H 1.479 -1.534 0.568 -0.373 -0.628 0.016 0.34
H 0.195 1.727 -1.116 -0.991 -0.641 0.648 0.29
H -0.117 2.160 0.609 -1.008 1.348 0.242 0.25
H -2.796 -0.441 -0.454 2.161 -0.704 1.428 0.35
H -1.848 -1.650 0.396 0.836 0.448 0.373 0.30

***

4.
80
Properties=species:S:1:pos:R:3:forces:R:3:mulliken_charge:R:1 method="wB97M-V/def2-TZVPD" homo_lumo_gap_ha=0.10729 charge=+1 max_force_ev_per_a=5.20 lumo_ev=-7.82
Sn 17.676 -5.636 12.402 -2.423 -0.231 -1.980 1.48
As 13.981 -8.565 11.684 -0.774 -1.092 -1.139 2.23
F 12.893 -9.945 11.260 1.496 1.877 0.622 -0.53
F 12.576 -7.649 12.351 1.946 -0.797 -0.882 -0.48
F 15.097 -7.096 12.069 0.112 -0.723 -0.090 -0.60
F 15.387 -9.448 10.933 -1.377 1.258 1.327 -0.54
F 13.773 -7.803 9.996 0.084 -0.764 2.527 -0.56
F 14.344 -9.236 13.326 -0.386 1.070 -2.275 -0.44
C 14.980 -4.432 7.825 0.481 0.849 1.160 -1.36
C 15.465 -4.960 9.211 -0.310 -1.878 0.903 -0.16
N 16.891 -5.448 9.318 0.702 0.290 -1.130 0.36
C 17.769 -4.388 8.717 0.614 0.961 1.251 -0.38
C 17.741 -3.059 9.518 -0.061 -0.551 -0.553 -1.09
C 17.040 -6.788 8.600 -0.665 0.337 0.874 -0.18
C 18.402 -7.417 8.796 -0.236 0.525 0.652 -1.06
H 15.245 -5.047 6.964 -0.031 -0.206 0.297 0.32
H 15.386 -3.433 7.660 0.169 0.031 -0.174 0.40
H 13.905 -4.255 7.833 -0.034 -0.438 0.170 0.40
H 15.299 -4.430 10.148 -0.207 1.301 -0.692 0.55
H 14.912 -5.845 9.526 -0.322 -0.295 -0.622 -0.20
H 18.834 -4.618 8.745 -0.197 -0.807 -0.337 0.29
H 17.477 -4.181 7.688 -0.062 -0.285 -0.016 0.34
H 18.369 -3.119 10.407 -0.335 -0.456 0.780 0.25
H 18.328 -2.293 9.011 -0.449 0.093 -0.545 0.38
H 16.720 -2.730 9.712 0.278 0.258 0.192 0.26
H 16.697 -6.747 7.566 0.660 0.821 -0.420 0.31
H 16.222 -7.413 8.959 0.230 -0.204 0.737 0.11
H 18.541 -8.244 8.100 0.342 0.179 0.154 0.37
H 18.497 -7.772 9.822 -0.370 -0.667 0.232 0.21
H 19.203 -6.677 8.810 0.113 -0.069 -1.003 0.29
C 10.681 -5.833 9.213 -1.180 -0.704 -0.611 -0.59
C 9.812 -7.111 9.072 -3.230 1.281 -3.873 0.63
O 9.006 -7.310 8.106 3.239 0.832 3.006 -0.61
C 9.785 -7.948 10.241 0.490 -1.979 1.807 -0.57
H 10.606 -5.613 10.278 0.473 0.359 -0.140 0.15
H 10.192 -5.055 8.625 0.122 0.045 0.016 0.39
H 11.703 -5.955 8.854 0.049 -0.181 0.271 0.08
H 10.383 -7.557 11.064 0.014 -0.125 -0.066 0.03
H 10.191 -8.923 9.973 0.387 -0.129 -0.053 0.08
H 8.814 -8.247 10.635 -0.334 0.533 -0.357 0.40
C 13.504 -3.721 14.455 -0.050 0.518 0.932 -1.35
C 13.552 -3.978 13.003 2.478 -1.116 -1.013 0.71
O 14.638 -4.184 12.449 0.670 -0.117 0.200 -0.46
C 12.335 -4.002 12.171 0.228 -0.477 1.379 -0.54
H 13.865 -4.499 15.128 -0.373 -0.841 -0.556 0.33
H 12.501 -3.435 14.769 0.266 0.257 0.204 0.39
H 14.283 -2.998 14.699 -0.401 0.727 -0.205 0.36
H 11.695 -4.507 12.894 -1.143 0.313 -0.536 0.43
H 12.455 -4.626 11.285 0.062 0.538 -0.038 -0.18
H 12.136 -2.938 12.049 -0.832 -0.140 -0.405 0.35
C 14.804 -12.527 9.480 -0.137 0.826 0.293 -0.21
C 13.754 -13.032 8.513 0.380 -2.533 -2.575 0.64
O 14.063 -13.637 7.447 -0.917 2.160 3.297 -0.59
C 12.286 -12.896 8.945 0.002 0.036 -0.278 -0.89
H 15.200 -11.596 9.073 0.099 0.103 -0.178 0.18
H 15.667 -13.151 9.709 -0.263 -0.417 -0.515 0.41
H 14.366 -12.231 10.433 -0.163 -0.094 -0.045 -0.30
H 12.189 -13.003 10.026 0.047 -0.130 -0.013 0.21
H 11.629 -13.594 8.426 0.420 -0.375 0.051 0.35
H 11.810 -11.946 8.701 0.537 0.458 -0.020 0.23
C 11.311 -11.467 13.866 -1.010 -0.678 -0.249 -0.63
C 11.012 -11.794 15.318 0.896 1.673 0.629 0.65
O 11.334 -12.862 15.753 0.056 -0.794 0.509 -0.53
C 10.221 -10.791 16.211 -0.003 -0.640 -1.139 -1.11
H 12.193 -10.922 13.528 -0.165 0.449 0.754 -0.04
H 10.386 -11.015 13.507 0.225 0.321 -0.517 0.48
H 11.409 -12.447 13.400 -0.086 -0.010 -0.160 0.27
H 9.931 -11.331 17.112 -0.152 0.244 -0.124 0.31
H 9.384 -10.503 15.576 -0.580 -0.204 0.319 0.30
H 10.638 -9.812 16.449 0.752 -0.290 -0.036 0.31
C 16.467 -11.320 14.011 -0.559 0.548 0.036 -0.53
C 15.896 -12.666 13.712 1.674 -0.302 -0.238 0.55
O 16.686 -13.582 13.709 -0.469 -0.958 -0.158 -0.59
C 14.439 -12.807 13.379 0.547 -0.160 0.349 -0.27
H 17.500 -11.310 14.359 -0.188 -0.545 0.096 0.33
H 15.803 -10.862 14.744 0.099 0.663 -0.252 0.27
H 16.454 -10.836 13.034 -0.283 0.671 0.144 -0.07
H 13.956 -12.729 14.353 -0.504 -0.113 -0.057 0.34
H 14.300 -13.798 12.949 -0.241 0.145 0.058 0.34
H 14.072 -12.008 12.735 0.060 -0.032 0.039 -0.42

***

5.
66
Properties=species:S:1:pos:R:3:forces:R:3:mulliken_charge:R:1 method="wB97M-V/def2-TZVPD" homo_lumo_gap_ha=0.19099 charge=+3 max_force_ev_per_a=1.43 lumo_ev=-12.44
Mo 0.635 1.224 -0.690 0.732 0.963 -0.754 0.57
O 2.834 1.987 2.568 0.360 -0.086 0.152 -0.37
C 2.104 2.210 1.688 -0.304 0.074 -0.273 -0.32
O 1.988 1.370 0.537 0.411 -0.171 0.613 -0.43
C 1.086 3.282 1.520 -0.236 -0.297 -0.414 1.31
C 0.919 4.418 2.266 0.012 0.240 0.212 -0.70
C -0.164 5.244 1.958 0.001 0.085 0.058 -0.38
C -1.055 4.895 0.944 -0.083 0.289 0.133 -0.74
C -0.807 3.736 0.252 0.337 -0.386 -0.028 1.19
N 0.248 2.966 0.524 0.154 0.412 0.268 -0.03
C -1.628 3.130 -0.822 0.168 -0.085 0.022 -0.21
O -2.665 3.460 -1.246 -0.231 -0.011 -0.179 -0.39
O -0.962 1.952 -1.269 -0.265 0.318 -0.052 -0.57
H 1.615 4.660 3.060 -0.021 -0.013 0.004 0.60
H -0.318 6.158 2.518 -0.003 -0.010 -0.011 0.52
H -1.910 5.509 0.693 -0.008 -0.005 0.009 0.59
O 2.349 1.385 -1.906 -0.529 0.065 0.133 -0.66
C 2.640 0.850 -3.014 -0.067 -0.146 -0.008 -0.36
C 1.888 -0.150 -3.690 0.204 0.384 0.149 0.77
C 2.276 -0.597 -4.956 0.219 -0.013 -0.151 -0.52
C 1.452 -1.484 -5.600 0.157 -0.163 0.021 -0.68
C 0.265 -1.940 -5.048 -0.071 -0.048 0.106 -0.42
C -0.138 -1.493 -3.791 -0.222 -0.225 -0.051 -0.94
C 0.681 -0.607 -3.146 0.063 0.223 0.627 0.29
O 0.351 -0.064 -1.939 -0.479 -0.929 -0.628 0.85
N 1.832 -1.942 -6.962 -0.499 0.630 -0.570 1.00
O 1.070 -2.713 -7.494 0.208 -0.231 0.179 -0.55
O 2.790 -1.397 -7.457 0.167 -0.274 0.223 -0.55
H 3.557 1.214 -3.480 0.063 0.070 0.004 0.55
H 3.189 -0.260 -5.433 -0.015 0.001 -0.019 0.61
H -0.338 -2.637 -5.616 -0.007 -0.003 -0.011 0.57
H -1.063 -1.822 -3.336 0.001 0.001 -0.048 0.60
C -4.443 -2.206 -0.465 -0.019 -0.035 -0.006 -0.63
C -3.354 -3.048 -0.277 0.004 -0.048 -0.015 -0.85
C -2.121 -2.525 0.085 -0.085 -0.023 -0.075 -0.46
C -2.012 -1.150 0.279 0.076 0.244 -0.174 1.24
C -3.091 -0.292 0.059 -0.087 -0.118 -0.012 -0.29
C -4.310 -0.829 -0.308 -0.036 0.040 -0.014 -0.99
As -0.362 -0.484 0.940 -0.213 -1.063 0.507 2.15
C 0.905 -1.897 1.109 0.114 0.102 -0.099 0.17
C 0.600 -2.891 2.038 0.021 0.038 0.013 -0.39
C 1.486 -3.941 2.215 0.024 -0.083 0.039 -0.84
C 2.664 -3.992 1.480 0.023 -0.006 -0.013 -0.67
C 2.964 -2.996 0.559 -0.004 -0.059 0.039 -0.81
C 2.083 -1.944 0.367 -0.038 -0.113 0.068 -0.43
C -0.545 0.390 2.619 0.048 0.197 -0.193 1.04
C -1.593 1.291 2.832 0.025 -0.038 0.184 -0.34
C -1.744 1.852 4.087 -0.012 0.047 0.012 -0.95
C -0.852 1.526 5.108 0.001 0.000 0.003 -0.66
C 0.195 0.643 4.880 0.033 0.001 0.019 -0.84
C 0.366 0.074 3.625 0.010 0.123 0.075 -0.32
H -5.402 -2.623 -0.744 0.019 0.008 0.001 0.45
H -3.462 -4.116 -0.410 -0.009 0.026 0.003 0.47
H -1.274 -3.180 0.224 0.017 -0.054 0.013 0.49
H -2.996 0.779 0.160 -0.011 0.074 0.019 0.05
H -5.159 -0.178 -0.471 0.018 -0.021 -0.005 0.48
H -0.310 -2.847 2.621 -0.067 -0.038 0.065 0.63
H 1.255 -4.718 2.932 0.015 0.020 -0.017 0.47
H 3.356 -4.812 1.630 -0.024 0.023 -0.005 0.46
H 3.888 -3.038 -0.004 -0.022 0.000 0.007 0.48
H 2.342 -1.180 -0.350 0.019 0.142 -0.088 0.32
H -2.308 1.521 2.056 -0.080 -0.006 -0.056 0.32
H -2.570 2.525 4.279 0.023 -0.015 0.013 0.53
H -0.982 1.962 6.091 -0.005 -0.019 -0.014 0.47
H 0.879 0.387 5.679 -0.017 0.021 -0.009 0.48
H 1.186 -0.608 3.447 0.023 -0.027 0.003 0.57

***

6.
8
Properties=species:S:1:pos:R:3:forces:R:3:mulliken_charge:R:1 method="wB97M-V/def2-TZVPD" homo_lumo_gap_ha=0.34035 max_force_ev_per_a=6.22 lumo_ev=-0.26
C 0.370 1.052 0.231 -0.408 -0.691 0.170 0.71
N -0.151 -0.019 0.776 0.932 -0.991 0.044 -0.25
O 0.485 0.985 -1.010 -0.470 -1.406 -1.222 -0.42
O 0.961 -1.741 -1.078 3.890 -2.054 -1.138 -0.52
P -0.168 -0.958 -0.814 -4.774 2.649 2.984 0.70
S -2.028 -1.416 -0.803 0.108 0.133 -1.115 -0.34
Cl 0.865 2.439 0.953 0.374 1.500 1.363 -0.11
H -0.333 -0.343 1.745 0.348 0.860 -1.087 0.23